(1)
Formula: C2H3BrF2S
Source: OMol25
Level of theory: the ωB97M-V functional and the def2-TZVPD basis

Cartesian coordinates (Å):
C 0.005 0.133 -0.066
C -1.888 0.771 -0.206
F -2.052 1.831 0.652
F -2.020 1.169 -1.474
S 0.190 -1.538 -0.331
Br -3.372 -0.533 0.098
H 0.319 0.846 -0.830
H 0.064 0.586 0.902
H 0.376 -1.505 -1.645

Forces on atoms 1 to 3 (eV/Å):
C -4.4 3.0 -0.8
C 1.8 -1.2 0.6
F 0.2 -0.9 -1.1

## Properties
* HOMO: -9.28 eV
* gap between HOMO and LUMO: 9.81 eV
* max |F|: 5.4 eV/A
* energy relative to the best compared isomer or geometry (same formula, charge and spin): 22.8 kcal per mole
* spin multiplicity: 1
* LUMO level: 0.531 eV

=====

(2)
Formula: C35H35KN6O6P
Source: OMol25
Level of theory: the ωB97M-V functional and the def2-TZVPD basis

Cartesian coordinates (Å):
K -0.272 -0.526 -0.264
O 0.399 -1.940 2.254
C 0.072 -0.723 2.451
N -1.087 -0.137 2.430
C -2.279 -0.896 2.475
C -2.573 -1.523 3.685
C -3.778 -2.172 3.904
C -4.727 -2.182 2.896
C -4.463 -1.575 1.677
C -3.231 -0.944 1.413
N -2.825 -0.481 0.163
C -3.611 -0.500 -0.902
O -4.837 -0.715 -1.028
C -2.835 -0.388 -2.221
C -3.276 -1.164 -3.296
C -2.522 -1.204 -4.452
C -1.361 -0.445 -4.525
C -1.030 0.335 -3.429
N -1.745 0.372 -2.309
C 1.237 0.220 2.696
C 1.994 0.036 3.856
C 3.026 0.913 4.123
C 3.288 1.933 3.213
C 2.495 2.016 2.080
N 1.488 1.186 1.819
H -1.826 -1.476 4.470
H -3.974 -2.648 4.859
H -5.687 -2.665 3.049
H -5.198 -1.583 0.889
H -4.200 -1.714 -3.178
H -2.830 -1.820 -5.290
H -0.729 -0.452 -5.403
H -0.142 0.962 -3.439
H 1.754 -0.788 4.514
H 3.623 0.809 5.021
H 4.084 2.647 3.375
H 2.675 2.792 1.339
O 7.232 -3.346 -3.416
C 5.892 -3.506 -3.558
O 5.476 -4.567 -3.937
C 5.017 -2.408 -3.063
C 5.496 -1.235 -2.483
C 4.621 -0.248 -2.061
C 3.246 -0.427 -2.214
C 2.754 -1.625 -2.742
C 3.635 -2.590 -3.176
N 2.316 0.516 -1.790
C 2.570 1.755 -1.843
C 1.593 2.725 -1.332
C 1.924 4.074 -1.234
C 0.999 4.937 -0.666
C -0.208 4.425 -0.228
C -0.456 3.063 -0.394
N 0.418 2.234 -0.935
H 7.423 -2.473 -3.058
H 6.554 -1.060 -2.321
H 5.001 0.639 -1.571
H 1.681 -1.784 -2.770
H 3.272 -3.518 -3.597
H 3.501 2.155 -2.265
H 2.886 4.430 -1.581
H 1.223 5.992 -0.561
H -0.953 5.058 0.233
H -1.392 2.613 -0.077
C 3.717 -1.885 1.215
O 2.499 -2.029 0.527
H 3.944 -2.754 1.847
H 3.733 -0.988 1.848
H 4.511 -1.791 0.471
H 1.779 -2.033 1.201
C 0.537 -4.582 -0.173
P -0.743 -3.809 -1.178
C -1.073 -4.947 -2.551
C -2.219 -3.803 -0.146
O -0.356 -2.460 -1.675
H 0.337 -5.645 -0.033
H 0.551 -4.078 0.795
H 1.510 -4.441 -0.644
H -1.409 -5.921 -2.191
H -0.166 -5.074 -3.143
H -1.845 -4.507 -3.182
H -2.525 -4.819 0.109
H -3.035 -3.291 -0.659
H -2.008 -3.256 0.776

Forces on atoms 1 to 3 (eV/Å):
K 0.8 0.9 0.2
O 0.0 -0.2 -0.1
C -0.3 0.4 0.0

## Properties
* HOMO: -3.70 eV
* gap between HOMO and LUMO: 5.20 eV
* max |F|: 1.2 eV/A
* energy relative to the best compared isomer or geometry (same formula, charge and spin): 0.5 kcal per mole
* spin multiplicity: 1
* charge: -1
* LUMO level: 1.493 eV

=====

(3)
Formula: C6H10O
Source: OMol25
Level of theory: the ωB97M-V functional and the def2-TZVPD basis

Cartesian coordinates (Å):
O 0.511 -1.137 1.573
C 1.112 -1.302 0.301
C 1.689 -0.001 -0.245
C 0.662 1.140 -0.218
C -0.698 0.873 -0.882
C -1.562 -0.346 -0.683
C -1.993 0.737 -0.119
H -0.309 -0.645 1.441
H 1.887 -2.061 0.428
H 0.394 -1.695 -0.428
H 2.560 0.293 0.353
H 2.060 -0.172 -1.264
H 1.094 2.006 -0.729
H 0.524 1.456 0.822
H -0.776 1.316 -1.872
H -1.727 -1.384 -0.918
H -2.774 1.223 0.441

Forces on atoms 1 to 3 (eV/Å):
O -0.1 0.0 0.0
C 0.2 -0.1 -0.2
C 0.0 0.0 0.0

## Properties
* HOMO: -9.62 eV
* SMILES string: OCCCC1C=C1
* gap between HOMO and LUMO: 10.72 eV
* max |F|: 0.5 eV/A
* energy relative to the best compared isomer or geometry (same formula, charge and spin): 59.3 kcal per mole
* spin multiplicity: 1
* LUMO level: 1.100 eV

=====

(4)
Formula: C22H34NO2PS3SiV
Source: OMol25
Level of theory: the ωB97M-V functional and the def2-TZVPD basis

Cartesian coordinates (Å):
V -0.532 0.637 -0.407
C 3.778 3.517 -0.897
Si 4.114 2.168 -2.206
C 5.956 1.651 -1.978
C 4.055 3.035 -3.924
C 3.060 0.642 -2.008
C 3.527 -0.681 -2.063
C 2.644 -1.728 -1.826
C 1.374 -1.437 -1.359
N 0.921 -0.181 -1.233
C 1.701 0.822 -1.699
S 0.852 2.273 -1.936
H 4.572 4.259 -0.855
H 3.660 3.086 0.093
H 2.847 4.022 -1.130
H 6.613 2.512 -2.071
H 6.256 0.929 -2.730
H 6.126 1.207 -1.002
H 4.837 3.787 -4.013
H 3.095 3.522 -4.059
H 4.185 2.324 -4.736
H 4.561 -0.872 -2.326
H 2.951 -2.760 -1.951
H 0.653 -2.210 -1.126
S -1.995 -0.751 -1.728
C -2.568 -1.965 -0.623
C -3.377 -3.000 -1.094
C -3.851 -3.994 -0.255
C -3.529 -3.962 1.093
C -2.745 -2.934 1.584
C -2.240 -1.940 0.750
S -1.227 -0.698 1.423
H -3.627 -3.002 -2.147
H -4.479 -4.791 -0.644
H -3.874 -4.746 1.757
H -2.498 -2.890 2.636
C -1.532 3.565 2.113
C -1.082 2.471 1.115
O -1.946 2.026 0.343
O 0.101 2.086 1.141
H -2.310 4.166 1.649
H -0.693 4.193 2.404
H -1.945 3.077 2.997
C 4.697 -0.890 1.315
C 3.700 -2.018 1.527
P 1.929 -1.362 1.517
C 1.023 -2.966 1.866
C 1.745 -4.179 2.439
C 1.833 -0.481 3.159
C 2.310 -1.173 4.426
H 5.723 -1.271 1.286
H 4.617 -0.157 2.116
H 4.479 -0.389 0.374
H 3.940 -2.576 2.435
H 3.748 -2.709 0.680
H 0.595 -3.241 0.898
H 0.182 -2.689 2.504
H 2.590 -4.474 1.819
H 1.045 -5.016 2.479
H 2.107 -3.990 3.447
H 0.774 -0.218 3.241
H 2.377 0.457 3.007
H 1.723 -2.068 4.611
H 2.192 -0.510 5.286
H 3.361 -1.449 4.352

Forces on atoms 1 to 3 (eV/Å):
V -2.4 1.6 0.5
C 0.0 -0.4 -0.4
Si 0.5 0.7 -0.1

## Properties
* HOMO (alpha / beta): 0.13 / -0.70 eV
* gap between HOMO and LUMO (alpha / beta): 4.61 / 5.43 eV
* max |F|: 3.5 eV/A
* ⟨S²⟩: 3.781
* energy relative to the best compared isomer or geometry (same formula, charge and spin): 35.6 kcal per mole
* spin multiplicity: 4
* charge: -2
* LUMO level (alpha / beta): 4.738 / 4.734 eV